Entry 1:
The following is a quantum chemistry calculation of C26H44F6N6O6P3W as an isolated structure, from OMol25.

Structure (XYZ):
```
92
Properties=species:S:1:pos:R:3:mulliken_charge:R:1
W 0.06 -0.69 0.43 1.814
O 0.80 -0.10 2.05 0.275
C 0.39 0.66 3.10 0.485
C 1.33 1.37 3.82 -0.750
C 0.90 2.10 4.92 -0.693
C -0.45 2.11 5.31 -0.924
C -1.37 1.38 4.61 -0.715
C -0.97 0.64 3.47 0.801
C -1.87 -0.26 2.87 -0.394
N -1.58 -0.96 1.79 0.602
N -2.39 -2.02 1.54 -1.009
C -1.74 -2.87 0.82 0.328
O -0.49 -2.56 0.46 -0.181
C -2.31 -4.17 0.50 0.856
C -3.68 -4.43 0.88 -0.612
C -4.24 -5.64 0.62 -0.755
C -3.46 -6.63 -0.02 -0.367
C -2.10 -6.38 -0.39 -0.825
C -1.54 -5.16 -0.14 0.066
H 2.37 1.35 3.54 0.572
H 1.62 2.67 5.49 0.523
H -0.75 2.68 6.18 0.514
H -2.41 1.34 4.93 0.530
H -2.82 -0.48 3.34 0.723
H -4.24 -3.64 1.37 0.521
H -5.26 -5.85 0.89 0.494
H -3.89 -7.60 -0.22 0.473
H -1.54 -7.17 -0.87 0.513
H -0.52 -4.95 -0.42 0.419
C 2.19 3.71 0.20 -0.715
N 2.52 2.55 -0.65 0.602
C 3.97 2.31 -0.75 -1.117
P 1.50 1.66 -1.50 -0.258
O 1.17 0.23 -0.89 0.284
O 0.11 2.44 -1.42 -0.611
P -1.16 2.29 -0.44 -1.157
O -0.72 1.18 0.57 0.512
N -1.45 3.59 0.45 0.713
C -0.96 3.85 1.80 -1.077
C -2.19 4.73 -0.14 -1.038
N -2.37 1.96 -1.43 0.739
C -3.71 1.79 -0.83 -1.084
C -2.38 2.07 -2.90 -0.906
N 2.06 1.43 -2.96 0.512
C 2.17 0.16 -3.70 -0.644
C 2.52 2.61 -3.74 -1.125
H 2.46 3.50 1.24 0.260
H 1.13 3.95 0.14 0.061
H 2.76 4.57 -0.14 0.435
H 4.39 2.15 0.25 0.389
H 4.46 3.18 -1.19 0.397
H 4.18 1.44 -1.36 0.330
H -0.33 3.04 2.15 0.275
H -1.81 3.98 2.47 0.351
H -0.38 4.78 1.81 0.415
H -2.56 4.49 -1.13 0.318
H -1.53 5.59 -0.21 0.328
H -3.03 4.97 0.50 0.368
H -3.65 1.76 0.26 0.313
H -4.14 0.86 -1.19 0.332
H -4.36 2.62 -1.12 0.424
H -2.95 2.95 -3.20 0.379
H -2.86 1.18 -3.31 0.327
H -1.37 2.14 -3.29 0.217
H 1.96 -0.67 -3.05 -0.009
H 3.19 0.08 -4.08 0.398
H 1.48 0.16 -4.55 0.230
H 2.41 3.53 -3.17 0.326
H 1.93 2.70 -4.65 0.402
H 3.57 2.48 -4.01 0.412
C 2.18 -3.85 -0.91 -1.070
C 2.10 -3.29 0.48 -0.468
O 1.86 -1.80 0.48 -0.381
C 3.17 -1.09 0.68 -0.003
C 3.74 -1.30 2.06 -1.161
H 2.50 -4.89 -0.83 0.523
H 2.94 -3.34 -1.50 0.291
H 1.23 -3.82 -1.42 0.073
H 3.02 -3.41 1.03 0.502
H 1.29 -3.72 1.08 0.479
H 2.97 -0.04 0.49 -0.305
H 3.82 -1.47 -0.11 0.561
H 3.03 -1.02 2.84 0.186
H 4.61 -0.64 2.15 0.437
H 4.10 -2.31 2.24 0.526
F -1.27 -0.71 -0.90 -0.628
P -1.26 -2.00 -3.25 1.003
F 0.20 -2.08 -2.60 -0.139
F -1.14 -2.65 -4.61 -0.242
F -0.88 -0.51 -3.64 -0.357
F -2.73 -1.53 -3.10 -0.228
F -1.62 -3.27 -2.38 -0.194
```

Summary:
net charge	+4
relative energy (zero: lowest compared OMol25 entry of this formula, charge and spin)	0.0	kJ/mol
HOMO-LUMO gap (spin up / spin down)	0.2625 / 0.2038	Ha
spin multiplicity	2
lowest unoccupied orbital energy (spin up / spin down)	-12.8 / -14.4	eV
expectation value of S²	0.787

Entry 2:
The following is a quantum chemistry calculation of C26H45ClNOPPb as an isolated structure in a non-equilibrium geometry, from OMol25.

Structure (XYZ):
```
76
Properties=species:S:1:pos:R:3:mulliken_charge:R:1
Pb 2.67 2.55 3.21 0.302
P -0.17 0.33 -0.24 0.352
Cl 0.58 3.63 2.41 -0.472
C -0.88 -0.42 1.31 -0.286
H -0.14 -0.16 2.10 -0.936
H -1.76 0.22 1.53 0.902
C 1.65 0.64 -0.12 0.433
C -0.95 2.00 -0.27 0.017
C 2.31 0.77 -1.50 -0.828
H 1.70 1.62 0.40 0.739
C 3.79 1.16 -1.37 -0.912
H 2.23 -0.19 -2.04 0.073
H 1.79 1.52 -2.13 0.294
C 4.57 0.20 -0.46 -0.859
H 4.24 1.17 -2.37 0.403
H 3.86 2.18 -0.98 0.401
C 3.88 -0.03 0.89 -0.529
H 4.68 -0.77 -0.97 0.320
H 5.58 0.59 -0.30 0.439
C 2.39 -0.39 0.74 0.226
H 4.38 -0.84 1.43 0.450
H 3.99 0.87 1.52 -0.117
H 2.29 -1.39 0.29 0.126
H 1.93 -0.46 1.74 -0.303
C -0.69 -0.70 -1.67 -0.482
C -2.47 1.95 -0.51 -0.842
H -0.77 2.35 0.77 0.361
C -3.10 3.32 -0.24 -0.881
H -2.67 1.65 -1.55 0.198
H -2.95 1.20 0.13 0.462
C -2.43 4.44 -1.06 -0.691
H -4.17 3.28 -0.46 0.408
H -2.99 3.55 0.83 0.378
C -0.90 4.43 -0.96 -0.861
H -2.72 4.34 -2.11 0.327
H -2.81 5.41 -0.72 0.363
C -0.29 3.04 -1.19 -0.408
H -0.48 5.13 -1.69 0.422
H -0.60 4.77 0.04 0.279
H -0.42 2.75 -2.24 0.212
H 0.79 3.10 -1.00 0.186
C 0.14 -1.98 -1.83 -0.106
H -1.72 -0.99 -1.40 1.107
C -0.53 -2.92 -2.84 -0.826
H 1.15 -1.73 -2.18 0.294
H 0.25 -2.50 -0.87 -0.335
C -0.82 -2.25 -4.19 -0.777
H 0.11 -3.80 -2.99 0.413
H -1.47 -3.28 -2.41 0.374
C -1.48 -0.87 -4.05 -0.853
H 0.12 -2.14 -4.75 0.344
H -1.46 -2.90 -4.79 0.419
C -0.77 0.03 -3.03 -0.456
H -1.50 -0.36 -5.02 0.406
H -2.52 -1.00 -3.73 0.366
H 0.24 0.28 -3.38 0.233
H -1.32 0.98 -2.94 0.156
C 0.17 -2.77 1.70 -0.816
C -1.21 -1.79 1.33 1.398
H 0.93 -2.87 0.92 0.341
C -2.31 -2.16 2.33 -1.478
H -1.52 -2.16 0.34 0.119
C -1.82 -2.25 3.77 -0.459
H -3.13 -1.43 2.27 0.482
H -2.73 -3.13 2.03 0.376
C -0.83 -3.39 3.98 -0.812
H -1.35 -1.30 4.08 0.139
H -2.68 -2.40 4.43 0.389
C 0.36 -3.38 2.99 -0.793
H -0.45 -3.34 5.00 0.342
H -1.36 -4.35 3.88 0.365
H 1.21 -2.88 3.50 0.213
H 0.69 -4.42 2.84 0.352
O 0.37 -0.36 5.52 -0.628
C 0.90 0.22 4.62 0.708
N 1.42 0.79 3.70 -0.661
```

Summary:
net charge	0
HOMO-LUMO gap (spin up / spin down)	0.2978 / 0.1864	Ha
lowest unoccupied orbital energy (spin up / spin down)	0.3 / 0.3	eV

Entry 3:
The following is a quantum chemistry calculation of C26H45CrFGeN2Si2 as an isolated structure, from OMol25.

Structure (XYZ):
```
78
Properties=species:S:1:pos:R:3:mulliken_charge:R:1
Cr -0.11 -0.85 0.59 -0.715
C 2.38 1.00 3.89 -1.087
Si 1.79 -0.66 3.27 -0.201
C 2.85 -1.20 1.83 -0.543
C 1.84 -1.96 4.61 -1.055
N 0.17 -0.55 2.58 0.444
C -0.94 -0.18 3.21 0.748
C -1.03 0.16 4.59 -0.627
C -2.23 0.52 5.14 -0.953
C -3.41 0.55 4.36 -0.996
C -3.38 0.24 3.03 -0.559
C -2.15 -0.14 2.40 0.850
N -2.02 -0.46 1.12 0.619
Si -3.35 -0.44 -0.06 -0.079
C -2.71 -0.96 -1.73 -0.866
C -4.02 1.30 -0.21 -0.820
C -4.67 -1.67 0.45 -1.183
H 3.42 0.93 4.21 0.391
H 1.79 1.37 4.73 0.347
H 2.32 1.74 3.08 0.308
H 3.88 -1.32 2.16 0.535
H 2.84 -0.47 1.02 -0.325
H 2.53 -2.16 1.41 0.217
H 2.88 -2.10 4.94 0.359
H 1.49 -2.92 4.22 0.313
H 1.24 -1.72 5.49 0.338
H -0.14 0.15 5.20 0.228
H -2.28 0.78 6.19 0.399
H -4.35 0.83 4.82 0.413
H -4.28 0.27 2.44 0.233
H -1.89 -0.33 -2.07 0.008
H -3.52 -0.87 -2.45 0.500
H -2.36 -1.99 -1.73 0.205
H -3.24 1.95 -0.63 0.088
H -4.34 1.75 0.73 0.340
H -4.86 1.32 -0.90 0.445
H -4.21 -2.64 0.67 0.330
H -5.36 -1.81 -0.38 0.355
H -5.25 -1.37 1.33 0.343
C -0.32 4.53 -4.06 -1.497
C 0.26 3.84 -2.83 0.516
C -0.81 3.40 -1.84 -0.877
C -0.23 2.70 -0.60 -1.083
Ge 0.65 0.96 -1.01 0.721
C 2.60 1.31 -1.11 -1.143
C 3.49 0.15 -1.59 -0.225
C 3.99 0.31 -3.02 -0.949
C 2.88 0.28 -4.07 -0.436
H 0.46 4.84 -4.75 0.420
H -0.89 5.42 -3.77 0.345
H -0.99 3.86 -4.59 0.321
H 0.97 4.51 -2.33 0.358
H 0.84 2.96 -3.14 -0.449
H -1.50 2.73 -2.36 0.230
H -1.40 4.27 -1.54 0.601
H -1.01 2.52 0.14 0.421
H 0.50 3.35 -0.12 0.664
H 0.20 0.64 -2.47 -0.117
H 2.91 1.64 -0.11 0.613
H 2.74 2.18 -1.76 0.587
H 2.96 -0.81 -1.51 0.041
H 4.36 0.06 -0.93 0.382
H 4.71 -0.49 -3.24 0.403
H 4.54 1.25 -3.10 0.335
H 2.34 -0.67 -4.02 0.069
H 3.28 0.38 -5.08 0.429
H 2.16 1.08 -3.90 -0.068
F 0.80 -6.17 -2.32 -0.355
C 0.62 -4.94 -1.78 0.325
C 0.34 -4.84 -0.44 -0.874
C 0.15 -3.57 0.09 -0.021
C 0.22 -2.41 -0.69 -0.700
C 0.50 -2.58 -2.05 0.500
C 0.70 -3.83 -2.60 -0.617
H 0.27 -5.74 0.17 0.437
H -0.08 -3.50 1.15 0.562
H 0.56 -1.71 -2.69 0.309
H 0.92 -3.96 -3.66 0.475
```

Summary:
net charge	0
relative energy (zero: lowest compared OMol25 entry of this formula, charge and spin)	0.0	kJ/mol
HOMO-LUMO gap (spin up / spin down)	0.2756 / 0.2212	Ha
spin multiplicity	5
lowest unoccupied orbital energy (spin up / spin down)	0.0 / -1.8	eV
expectation value of S²	6.155

Entry 4:
The following is a quantum chemistry calculation of C26H45MgO11 as an isolated structure in a non-equilibrium geometry, from OMol25.

Structure (XYZ):
```
83
Properties=species:S:1:pos:R:3:mulliken_charge:R:1
Mg 0.41 2.72 0.15 1.399
C 0.60 -0.77 2.50 -0.747
C -0.22 0.46 2.14 -0.324
O -0.06 0.97 0.84 -0.885
H 0.10 -1.40 3.24 0.397
H 1.58 -0.47 2.88 0.263
H 0.76 -1.43 1.64 -0.061
H 0.01 1.29 2.84 0.320
H -1.30 0.38 2.37 0.163
C 1.96 -4.77 -0.54 -0.694
C 1.57 -3.31 -0.67 0.982
C 1.90 -2.85 -2.06 -0.013
O 2.88 -3.80 -2.49 -0.460
C 2.62 -5.08 -1.89 -0.371
H 1.11 -5.41 -0.29 0.363
H 2.60 -4.93 0.33 0.143
H 2.12 -2.68 0.03 -0.725
H 0.50 -3.17 -0.46 0.161
H 2.26 -1.82 -2.07 -0.356
H 1.09 -2.88 -2.80 0.414
H 3.63 -5.45 -1.69 0.248
H 2.11 -5.74 -2.59 0.290
C -3.07 1.51 -1.32 -0.349
C -4.41 0.78 -1.44 0.009
C -4.10 -0.30 -2.50 -0.633
O -2.68 -0.26 -2.69 -0.461
C -2.10 0.36 -1.55 0.349
H -3.00 2.03 -0.36 0.001
H -2.97 2.26 -2.10 0.405
H -5.30 1.40 -1.61 0.504
H -4.63 0.23 -0.52 -0.415
H -4.71 -0.21 -3.40 0.329
H -4.32 -1.29 -2.10 0.246
H -1.15 0.83 -1.84 -0.205
H -1.81 -0.32 -0.75 0.091
O -1.09 3.73 1.19 -0.608
C -1.88 4.65 1.27 0.389
O -1.79 5.44 2.34 -0.323
C -2.66 6.57 2.27 -0.379
C -3.67 6.27 1.17 -0.656
C -3.11 5.02 0.49 -0.019
H -2.06 7.44 2.02 0.244
H -3.05 6.79 3.26 0.333
H -3.81 7.09 0.46 0.302
H -4.71 6.17 1.48 0.309
H -2.85 5.17 -0.56 0.334
H -3.85 4.23 0.55 0.184
O -5.49 -4.44 0.47 -0.566
C -5.24 -3.40 1.02 0.417
O -6.18 -2.63 1.60 -0.355
C -5.68 -1.30 1.81 -0.512
C -4.15 -1.41 1.78 0.171
C -3.88 -2.74 1.05 -0.289
H -6.02 -1.00 2.81 0.307
H -6.18 -0.61 1.14 0.243
H -3.85 -1.53 2.82 0.375
H -3.54 -0.64 1.30 -0.240
H -3.10 -3.36 1.47 0.449
H -3.70 -2.65 -0.02 0.009
O 7.59 -1.42 3.11 -0.574
C 6.59 -1.74 2.53 0.430
O 6.11 -2.98 2.55 -0.379
C 4.80 -3.06 1.99 -0.354
C 4.59 -1.79 1.18 0.344
C 5.71 -0.86 1.68 -0.344
H 4.15 -3.06 2.87 0.239
H 4.63 -3.96 1.40 0.237
H 3.60 -1.38 1.36 -0.264
H 4.62 -1.95 0.10 0.185
H 5.31 -0.02 2.25 0.269
H 6.33 -0.48 0.87 0.194
O 2.04 2.04 -0.75 -0.364
C 2.82 2.02 -1.69 0.461
O 3.99 2.60 -1.55 -0.281
C 4.84 2.45 -2.72 -0.365
C 3.96 1.80 -3.79 -0.569
C 2.65 1.43 -3.07 0.240
H 5.62 1.78 -2.37 0.305
H 5.21 3.41 -3.06 0.295
H 4.50 0.97 -4.23 0.339
H 3.63 2.48 -4.57 0.256
H 2.55 0.34 -2.95 -0.244
H 1.71 1.64 -3.57 0.447
```

Summary:
net charge	+1
HOMO-LUMO gap	0.2523	Ha
lowest unoccupied orbital energy	-4.3	eV

Entry 5:
The following is a quantum chemistry calculation of a 6-piece molecular cluster, C26H45N3O8P2 overall in a non-equilibrium geometry, from OMol25.

Structure (XYZ):
```
84
Properties=species:S:1:pos:R:3:mulliken_charge:R:1
C 2.04 -3.22 -0.80 -0.984
C 1.77 -2.95 -2.30 -0.484
P 1.96 -1.16 -2.70 -0.093
C 0.81 -0.99 -4.11 -1.066
C 1.14 -0.37 -1.27 0.665
C 1.87 0.55 -0.58 -0.876
C 1.37 1.22 0.56 -0.755
C 0.13 0.95 1.02 -0.227
C -0.66 0.00 0.35 -0.057
N -1.89 -0.28 0.84 -0.544
C -2.62 -1.16 0.19 0.244
P -4.27 -1.33 0.95 0.899
O -4.92 -0.02 1.05 -0.659
O -5.15 -2.37 0.14 -0.543
O -3.99 -1.97 2.38 -0.567
C -2.12 -1.84 -0.96 -0.090
N -2.90 -2.86 -1.58 -0.543
N -0.93 -1.59 -1.43 -0.077
C -0.16 -0.66 -0.80 0.572
H 2.28 -2.32 -0.24 0.220
H 2.87 -3.91 -0.66 0.466
H 1.16 -3.66 -0.33 0.125
H 0.75 -3.26 -2.54 0.208
H 2.47 -3.50 -2.93 0.561
H -0.20 -1.34 -3.91 0.275
H 1.23 -1.59 -4.92 0.406
H 0.77 0.05 -4.44 0.313
H 2.87 0.79 -0.93 0.397
H 2.00 1.95 1.05 0.451
H -0.28 1.44 1.90 0.542
H -4.94 -3.29 0.31 0.334
H -3.31 -2.65 2.40 0.361
H -3.45 -2.47 -2.34 0.233
H -2.25 -3.50 -2.02 0.278
C -0.08 5.17 -2.36 -1.231
C -0.50 3.78 -1.96 0.950
C -1.67 3.67 -1.01 -0.829
O 0.07 2.79 -2.37 -0.511
H 0.77 5.12 -3.04 0.265
H -0.91 5.67 -2.86 0.425
H 0.20 5.74 -1.48 0.282
H -2.55 4.12 -1.45 0.420
H -1.44 4.19 -0.08 0.292
H -1.87 2.62 -0.79 -0.008
C 3.92 5.36 0.96 -0.859
C 3.52 6.18 -0.25 0.761
C 4.44 7.32 -0.62 -1.154
O 2.52 5.94 -0.87 -0.476
H 3.19 4.58 1.12 0.079
H 4.90 4.91 0.79 0.347
H 3.98 6.00 1.84 0.337
H 5.43 6.94 -0.84 0.338
H 4.52 8.03 0.20 0.332
H 4.04 7.83 -1.50 0.285
C 5.20 -5.51 3.13 -1.220
C 5.14 -4.75 1.82 0.856
C 6.34 -3.90 1.48 -1.198
O 4.18 -4.81 1.09 -0.480
H 4.28 -6.08 3.26 0.296
H 6.05 -6.19 3.13 0.415
H 5.32 -4.81 3.96 0.324
H 7.24 -4.52 1.42 0.352
H 6.51 -3.15 2.25 0.323
H 6.18 -3.41 0.53 0.317
C -0.57 -2.20 3.73 -1.146
C 0.66 -2.72 3.02 0.879
C 1.37 -3.90 3.64 -1.019
O 1.06 -2.21 2.00 -0.344
H -0.98 -1.36 3.18 0.211
H -1.32 -2.99 3.80 0.244
H -0.32 -1.88 4.74 0.403
H 0.69 -4.75 3.71 0.356
H 1.70 -3.65 4.65 0.374
H 2.23 -4.17 3.03 0.022
C -8.69 2.40 -0.72 -1.075
C -7.63 2.21 -1.78 0.685
C -6.62 1.13 -1.51 -0.838
O -7.61 2.89 -2.78 -0.571
H -9.36 3.20 -1.02 0.310
H -9.26 1.48 -0.59 0.310
H -8.23 2.65 0.24 0.303
H -7.12 0.16 -1.41 0.316
H -6.07 1.33 -0.59 0.255
H -5.91 1.08 -2.34 0.315
```

Summary:
net charge	0
SMILES	CCP(C)c1cccc2nc(P(=O)(O)O)c(N)nc12.CC(C)=O.CC(C)=O.CC(C)=O.CC(C)=O.CC(C)=O
HOMO-LUMO gap	0.2810	Ha
lowest unoccupied orbital energy	-0.3	eV